A structure of composition CCl2N2O2. Source: OMol25; level of theory: wB97M-V/def2-TZVPD.

As for the LUMO energy: -0.0333 Ha. Its electronic energy is -33146.8950 eV. The calculation puts the energy relative to the best compared isomer or geometry (same formula, charge and spin) at 189.9 kcal per mole.

```
! RIJCOSX wB97M-V def2-TZVPD def2/J DEFGRID3
* xyz 0 1
C -1.2593 -0.2479 0.7237
N 1.0144 0.3514 0.4869
N 1.2368 0.0970 -0.6525
O 1.7127 -1.0144 0.1187
O 1.1877 0.2609 -1.7848
Cl -1.8766 0.7307 1.8517
Cl -2.0158 -0.1777 -0.7436
*
```

***

A structure of composition C22H50F4N2O7PSi2. Source: OMol25; level of theory: wB97M-V/def2-TZVPD.

As for the LUMO energy: -0.0877 Ha. Its electronic energy is -76839.8529 eV.

```
! RIJCOSX wB97M-V def2-TZVPD def2/J DEFGRID3
* xyz 1 1
C -2.4698 1.3986 5.9877
C -2.1020 1.0332 4.4030
O -3.1183 1.4917 3.4431
P -3.0796 0.5644 1.9572
O -4.5175 0.8015 1.2667
C -1.7982 1.2317 0.6693
C -0.2389 1.0972 1.1568
Si 0.9659 2.3930 0.3757
C 0.3571 4.2158 0.4578
C -0.8076 4.5153 1.5732
N -0.6176 3.8120 2.9017
O 2.5702 2.1011 1.0206
Si 2.9262 3.0680 2.4388
C 4.6606 3.9179 2.0796
O 5.7400 2.9475 1.8417
C 5.7133 2.4575 0.4236
O 5.5382 0.9880 0.5255
C 4.8697 0.4342 -0.6618
C 3.9317 -0.8557 -0.1582
O 3.0072 -1.1873 -1.2708
C 3.1518 2.0829 4.0766
F 4.3232 2.6498 4.8434
F 1.9548 2.3716 4.9339
C 3.2978 0.4596 3.9029
F 2.1333 -0.1475 3.2098
F 4.6068 0.1973 3.2600
O -2.9612 -1.1531 2.2275
C -2.6808 -1.8976 0.9896
C -1.1585 -2.5082 1.1279
H -2.9691 2.4523 6.0893
H -3.1097 0.5171 6.4244
H -1.4175 1.3954 6.5497
H -1.0435 1.5476 4.2159
H -1.9119 -0.1279 4.3883
H -2.1410 2.3200 0.3971
H -1.8909 0.6020 -0.3407
H 0.1340 0.0274 0.7805
H -0.0742 1.1025 2.3149
H 1.0364 2.0495 -1.0683
H -0.1316 4.4612 -0.6031
H 1.2294 5.0212 0.5741
H -1.8994 4.3674 1.1131
H -0.7445 5.6833 1.8106
H -0.2017 4.5038 3.5912
H -1.5576 3.5853 3.3038
H 1.9954 4.1527 2.7105
H 4.9174 4.6349 2.9985
H 4.5298 4.6532 1.1542
H 6.7114 2.7544 -0.1378
H 4.8261 2.9636 -0.1909
H 4.1321 1.1630 -1.2047
H 5.7142 0.0585 -1.4019
H 4.5773 -1.7801 0.1700
H 3.2700 -0.5723 0.7930
H 2.1227 -1.4875 -0.8976
H 3.3494 0.0122 5.0085
H -2.8854 -1.3090 -0.0016
H -3.4209 -2.8333 0.9914
H -0.4578 -2.2768 0.2186
H -1.1977 -3.6567 1.4079
H -0.6571 -1.9735 2.0690
C -3.2203 -3.9978 -6.5253
C -2.1073 -3.0462 -6.1039
C -1.1615 -3.6087 -5.0450
N -1.5411 -3.4262 -3.5479
C -1.0341 -4.6683 -2.8126
C -0.8802 -2.1754 -2.9447
C -1.8401 -1.0527 -3.2733
C -3.2210 -1.6830 -3.1989
C -3.0143 -3.1915 -3.2046
H -3.8190 -4.3718 -5.6982
H -3.8993 -3.4917 -7.2180
H -2.8032 -4.8717 -7.0432
H -2.5179 -2.0736 -5.8238
H -1.5086 -2.8608 -7.0046
H -0.1735 -3.1469 -5.1623
H -1.0218 -4.6819 -5.2219
H 0.0458 -4.7381 -2.9699
H -1.5491 -5.5401 -3.2257
H -1.2568 -4.5702 -1.7461
H -0.8163 -2.3223 -1.8587
H 0.1264 -2.0430 -3.3559
H -1.6482 -0.6647 -4.2798
H -1.7356 -0.2141 -2.5833
H -3.8469 -1.3570 -4.0373
H -3.7407 -1.3785 -2.2833
H -3.6663 -3.7417 -3.8718
H -3.1809 -3.5741 -2.1905
*
```

***

An isolated molecule of C23H29N3O3S. Source: OMol25; level of theory: wB97M-V/def2-TZVPD.

As for the LUMO energy: 0.0151 Ha. Its electronic energy is -45769.7769 eV. As for the SMILES: O=C(c1ccc(S(=O)(=O)N2CCCCCC2)cc1)N1CCN(c2ccccc2)CC1. The calculation puts the energy relative to the best compared isomer or geometry (same formula, charge and spin) at 35.7 kcal per mole.

```
! RIJCOSX wB97M-V def2-TZVPD def2/J DEFGRID3
* xyz 0 1
O -2.0980 -1.8136 1.5222
C -1.9780 -1.5605 0.3380
C -0.7258 -0.9358 -0.1940
C 0.0512 -1.5516 -1.1714
C 1.2204 -0.9484 -1.6014
C 1.5993 0.2650 -1.0582
S 3.1206 1.0440 -1.6200
O 2.9150 2.4623 -1.5702
O 3.4879 0.4372 -2.8664
N 4.2967 0.6755 -0.5209
C 4.3289 1.4104 0.7160
C 3.8059 0.6533 1.9416
C 4.7611 -0.4566 2.3844
C 4.5516 -1.8010 1.6787
C 4.1686 -1.7104 0.1980
C 4.9094 -0.6261 -0.5942
C 0.8402 0.8834 -0.0837
C -0.3195 0.2734 0.3618
N -2.9469 -1.8525 -0.5669
C -3.0215 -1.3215 -1.9101
C -4.2842 -0.4257 -2.0061
N -4.6453 0.0946 -0.7113
C -3.9728 1.1945 -0.1872
C -2.9142 1.8195 -0.8520
C -2.2997 2.9378 -0.3189
C -2.7162 3.4662 0.8890
C -3.7799 2.8714 1.5473
C -4.4054 1.7619 1.0169
C -5.0917 -0.9691 0.1707
C -4.2460 -2.2451 -0.0604
H -0.2561 -2.5007 -1.5855
H 1.8419 -1.3916 -2.3636
H 3.7396 2.3103 0.5358
H 5.3649 1.7191 0.9065
H 2.8140 0.2453 1.7433
H 3.7095 1.3801 2.7509
H 4.6492 -0.6221 3.4581
H 5.7848 -0.1131 2.2212
H 3.7636 -2.3569 2.1915
H 5.4720 -2.3809 1.7771
H 3.0972 -1.5263 0.1060
H 4.3686 -2.6792 -0.2642
H 4.9106 -0.8792 -1.6557
H 5.9467 -0.5452 -0.2559
H 1.1549 1.8393 0.3030
H -0.9229 0.7311 1.1303
H -2.1201 -0.7494 -2.1258
H -3.0894 -2.1498 -2.6255
H -5.1349 -1.0157 -2.3617
H -4.1303 0.3921 -2.7094
H -2.5448 1.4423 -1.7923
H -1.4763 3.3878 -0.8542
H -2.2276 4.3329 1.3067
H -4.1348 3.2812 2.4818
H -5.2542 1.3441 1.5363
H -6.1510 -1.1827 -0.0164
H -4.9737 -0.6536 1.2053
H -4.1019 -2.7817 0.8771
H -4.7113 -2.9101 -0.7919
*
```

***

A structure of composition C4H11N2O. Source: OMol25; level of theory: wB97M-V/def2-TZVPD.

As for the LUMO energy: 0.0749 Ha. Its electronic energy is -9346.5717 eV. The calculation puts the energy relative to the best compared isomer or geometry (same formula, charge and spin) at 182.6 kcal per mole.

```
! RIJCOSX wB97M-V def2-TZVPD def2/J DEFGRID3
* xyz -1 1
C 0.0939 0.3902 -0.1023
C 0.6427 0.2424 -1.5251
C -0.5848 0.2512 -2.4993
N -1.7657 -0.5986 -2.0569
N 1.1556 0.6296 0.8881
C 0.7731 -0.4909 2.2966
O -0.3251 -0.1967 3.0318
H -0.7783 1.0930 0.0101
H -0.3994 -0.7146 0.0999
H 1.1142 -0.7476 -1.6363
H 1.2855 1.0941 -1.8104
H -0.9431 1.2817 -2.5293
H -0.3622 -0.1105 -3.5194
H -1.3742 -1.2044 -1.3449
H -0.5023 -1.6702 0.1366
H 0.8954 1.6214 1.2198
H 0.5585 -1.3055 1.5193
H 1.8279 -0.3392 2.7623
*
```

***

A cluster of 2 separate species, C8H10F8INO2PS in total. Source: OMol25; level of theory: wB97M-V/def2-TZVPD.

As for the LUMO energy: -0.1830 Ha. Its electronic energy is -64001.5434 eV.

```
! RIJCOSX wB97M-V def2-TZVPD def2/J DEFGRID3
* xyz 1 1
O -4.5915 3.6156 0.6515
P -3.9681 2.2172 0.0706
I -4.7016 2.1756 -2.2297
C -2.2054 2.8990 -0.1517
N -2.0345 4.1616 -0.4464
C -0.6503 4.6230 -0.5453
C 0.1488 3.5816 0.2161
S -0.7944 2.0090 0.0278
H -3.9491 4.0934 1.2000
H -2.8292 4.7685 -0.6263
H -0.5855 5.5279 0.0665
H -0.3212 4.9646 -1.5241
H 0.0227 3.8037 1.2741
H 1.2080 3.5063 0.0041
C 2.8343 -2.7648 0.0785
C 2.3746 -4.0599 0.7654
C 1.5624 -5.0631 -0.0601
F 0.4173 -4.5134 -0.5196
F 1.2406 -6.1061 0.7309
F 1.7218 -3.7564 1.9085
F 3.5135 -4.7195 1.1111
O 2.0671 -1.5798 0.2781
C 0.9755 -1.2671 -0.4739
C -0.3169 -1.2603 0.3627
F -0.4989 -2.4326 0.9780
F -1.3847 -1.0332 -0.4505
F 0.8620 -2.0465 -1.5596
F 1.1714 0.0133 -0.9312
H 3.7834 -2.5287 0.5548
H 3.0560 -2.9244 -0.9762
H 2.1524 -5.4292 -0.9049
H -0.2804 -0.4755 1.1205
*
```

***

A cluster of 11 separate species, H22O11 in total. Source: OMol25; level of theory: wB97M-V/def2-TZVPD.

As for the LUMO energy: -0.0153 Ha. Its electronic energy is -22879.1725 eV. As for the SMILES: O.O.O.O.O.O.O.O.O.O.O. The calculation puts the energy relative to the best compared isomer or geometry (same formula, charge and spin) at 54.0 kcal per mole.

```
! RIJCOSX wB97M-V def2-TZVPD def2/J DEFGRID3
* xyz 0 1
O 1.4585 2.6306 0.2804
H 1.9546 2.5310 -0.5339
H 0.5742 3.0383 0.1118
O -2.2255 0.9076 1.3479
H -1.5272 0.5541 0.7462
H -1.7472 0.9074 2.1585
O -3.2101 -0.0671 -1.8075
H -2.8256 -0.8592 -1.4061
H -2.5226 0.5985 -1.7909
O -0.0632 0.0699 -0.2159
H -0.1258 -0.8877 -0.1232
H 0.7455 0.5040 0.0732
O 2.9340 -0.6931 0.3680
H 3.3945 -1.0124 1.1063
H 3.4606 -0.1961 -0.2262
O 0.5532 -0.9976 -2.7163
H -0.2472 -1.0813 -3.2459
H 0.3344 -0.6726 -1.8273
O -1.2707 1.6803 -2.1690
H -1.2229 1.6544 -3.1009
H -0.3922 1.9117 -1.9087
O 1.0632 -2.4688 0.3259
H 0.4070 -2.1646 0.9348
H 1.7825 -1.9237 0.5055
O 0.3960 1.9124 2.7007
H 0.6106 2.3923 1.8500
H 0.9743 2.3325 3.3308
O -1.6979 -2.3155 -0.9018
H -2.2760 -3.0034 -0.7469
H -1.2230 -2.6874 -1.6445
O 0.3393 -0.9828 2.6411
H 1.0314 -1.5296 2.9556
H 0.5635 -0.0820 2.9285
*
```

***

Number 1: strongest force on any atom 3.303 eV Å⁻¹, gap between HOMO and LUMO 8.0 eV. Number 2: strongest force on any atom 7.293 eV Å⁻¹, gap between HOMO and LUMO 8.8 eV. Number 3: strongest force on any atom 1.103 eV Å⁻¹, gap between HOMO and LUMO 8.3 eV. Number 4: strongest force on any atom 4.709 eV Å⁻¹, gap between HOMO and LUMO 4.9 eV. Number 5: strongest force on any atom 1.838 eV Å⁻¹, gap between HOMO and LUMO 8.0 eV. Number 6: strongest force on any atom 3.417 eV Å⁻¹, gap between HOMO and LUMO 9.2 eV.